Entry 1:
The following is a DFT calculation (ωB97M-V/def2-TZVPD) of a gas-phase ion, C2H3FO2P (charge -1) at a distorted geometry.

```
9
Properties=species:S:1:pos:R:3
C 1.166 -0.233 -0.030
C -0.011 0.642 -0.027
O -2.804 0.852 0.141
O -1.761 -1.448 -0.289
F 2.565 -0.072 -0.781
P -1.651 -0.003 -0.052
H 0.726 -1.227 -0.430
H 1.576 -0.112 0.934
H 0.194 1.602 0.534
```

Computed properties:
E_tot (eV): -18225.28367
Max |F| (eV Å⁻¹): 3.84
Charge: -1
LUMO level (hartree): 0.155


Entry 2:
The following is a DFT calculation (ωB97M-V/def2-TZVPD) of 2 unconnected molecules or ions with the total composition C2H3FO2S at a distorted geometry.

```
9
Properties=species:S:1:pos:R:3
C -0.951 -0.425 -0.850
C 0.545 0.432 1.640
O 1.191 0.607 -1.980
O -0.348 1.273 1.870
F 0.344 -0.892 1.541
S 0.674 -0.713 -1.524
H -1.530 -1.321 -0.772
H -1.576 0.293 -1.485
H 1.650 0.746 1.559
```

Computed properties:
E_tot (eV): -19767.12776
Max |F| (eV Å⁻¹): 5.53
Charge: 0
LUMO level (alpha / beta) (hartree): -0.046 / -0.043


Entry 3:
The following is a DFT calculation (ωB97M-V/def2-TZVPD) of C2H3FO2S in the gas phase at a distorted geometry.

```
9
Properties=species:S:1:pos:R:3
C -0.896 0.736 0.668
C 0.454 -1.080 -0.873
O 0.914 1.335 -1.044
O 1.600 0.243 1.000
F 0.222 -1.988 0.075
S 0.649 0.441 0.005
H -1.740 1.098 0.125
H -0.781 0.232 1.573
H -0.422 -1.017 -1.529
```

Computed properties:
E_tot (eV): -19764.78464
Max |F| (eV Å⁻¹): 3.32
Charge: 0
LUMO level (alpha / beta) (hartree): -0.062 / -0.080


Entry 4:
The following is a DFT calculation (ωB97M-V/def2-TZVPD) of 2 unconnected molecules or ions with the total composition C2H3FO3 at a distorted geometry.

```
9
Properties=species:S:1:pos:R:3
C 0.575 0.986 -0.159
C -1.483 0.985 0.501
O 0.765 1.426 -1.211
O 2.542 0.062 1.024
O 0.957 0.396 0.783
F -1.811 -0.325 0.461
H -1.832 1.517 -0.357
H -1.701 1.528 1.543
H 2.528 -0.930 0.737
```

Computed properties:
E_tot (eV): -10976.54815
Max |F| (eV Å⁻¹): 5.26
Charge: 0
LUMO level (alpha / beta) (hartree): -0.021 / -0.047


Entry 5:
The following is a DFT calculation (ωB97M-V/def2-TZVPD) of C2H3FO3 in the gas phase at a distorted geometry.

```
9
Properties=species:S:1:pos:R:3
O -1.166 -0.178 1.066
C -0.342 0.006 0.232
C 1.069 0.717 0.290
F 1.284 1.256 1.539
O -0.408 -0.514 -1.005
O -1.633 -1.048 -1.300
H 1.131 1.281 -0.602
H 1.817 0.014 0.261
H -1.752 -1.534 -0.481
```

Computed properties:
Structure (SMILES): O=C(CF)OO
E_tot (eV): -10979.26039
Max |F| (eV Å⁻¹): 3.19
Charge: 0
LUMO level (hartree): 0.024


Entry 6:
The following is a DFT calculation (ωB97M-V/def2-TZVPD) of C2H3FO3S in the gas phase at a distorted geometry.

```
10
Properties=species:S:1:pos:R:3
O 0.533 -1.954 0.078
C 1.165 -0.930 0.008
C 0.612 0.400 -0.094
S -1.239 0.236 -0.117
O -1.708 -0.339 1.129
O -1.749 -0.283 -1.380
F -1.535 1.823 -0.016
H 2.217 -0.875 0.152
H 0.983 1.271 -0.727
H 0.721 0.651 0.967
```

Computed properties:
Structure (SMILES): O=CCS(=O)(=O)F
E_tot (eV): -21816.23184
Max |F| (eV Å⁻¹): 3.47
Charge: 0
LUMO level (hartree): 0.013


Entry 7:
The following is a DFT calculation (ωB97M-V/def2-TZVPD) of C2H3FOS in the gas phase at a distorted geometry.

```
8
Properties=species:S:1:pos:R:3
O -0.333 -1.235 0.699
C 0.187 -0.103 0.199
S 1.558 0.545 0.647
C -0.758 0.545 -0.866
F -1.817 -0.257 -1.108
H -1.200 -1.327 0.266
H -0.188 0.644 -1.785
H -1.093 1.508 -0.452
```

Computed properties:
Structure (SMILES): OC(=S)CF
E_tot (eV): -17722.23023
Max |F| (eV Å⁻¹): 2.32
Charge: 0
LUMO level (hartree): 0.014


Entry 8:
The following is a DFT calculation (ωB97M-V/def2-TZVPD) of C2H3FOS in the gas phase at a distorted geometry.

```
8
Properties=species:S:1:pos:R:3
O -1.061 1.026 0.003
C -0.583 -0.198 -0.104
S -1.439 -1.553 -0.013
C 1.001 -0.036 -0.034
F 1.520 -1.318 -0.001
H -2.016 1.101 0.024
H 1.439 0.536 -0.814
H 1.139 0.442 0.939
```

Computed properties:
Structure (SMILES): OC(=S)CF
E_tot (eV): -17722.11163
Max |F| (eV Å⁻¹): 3.25
Charge: 0
LUMO level (hartree): 0.012


Entry 9:
The following is a DFT calculation (ωB97M-V/def2-TZVPD) of C2H3FOS in the gas phase at a distorted geometry.

```
8
Properties=species:S:1:pos:R:3
O 0.020 -1.741 -0.271
C 0.007 -0.539 -0.218
S 1.319 0.517 -0.642
C -1.110 -0.198 0.681
F -1.369 1.079 0.885
H 0.500 1.496 -0.293
H -0.863 -0.587 1.773
H -1.968 -0.538 0.219
```

Computed properties:
Structure (SMILES): O=C(S)CF
E_tot (eV): -17721.61010
Max |F| (eV Å⁻¹): 3.85
Charge: 0
LUMO level (hartree): 0.017


Entry 10:
The following is a DFT calculation (ωB97M-V/def2-TZVPD) of a molecular structure, C2H3FOYb at a distorted geometry.

```
8
Properties=species:S:1:pos:R:3
H -1.932 1.199 1.455
O 1.151 -1.325 -0.040
C -0.084 -0.906 -0.097
C -0.410 0.407 -0.187
H -0.899 -1.639 -0.051
H -1.280 0.874 -0.637
F 0.729 1.260 -0.206
Yb 2.726 0.131 -0.237
```

Computed properties:
E_tot (eV): -38406.53206
Spin multiplicity: 2
Max |F| (eV Å⁻¹): 1.59
Charge: +1
LUMO level (alpha / beta) (hartree): -0.213 / -0.213


Entry 11:
The following is a DFT calculation (ωB97M-V/def2-TZVPD) of a molecular structure, C2H3HgLiO3 at a distorted geometry.

```
10
Properties=species:S:1:pos:R:3
O -0.244 1.647 -0.415
C -1.049 0.731 -0.304
C -0.802 -0.512 0.501
O -0.232 -1.332 -0.448
O 2.714 0.007 0.020
Hg 1.829 -1.574 -0.712
Li 1.609 1.497 0.070
H -1.919 0.699 -0.992
H -1.758 -0.896 0.913
H -0.147 -0.267 1.367
```

Computed properties:
E_tot (eV): -12640.92611
Spin multiplicity: 3
Max |F| (eV Å⁻¹): 3.30
Charge: 0
LUMO level (alpha / beta) (hartree): -0.005 / -0.063


Entry 12:
The following is a DFT calculation (ωB97M-V/def2-TZVPD) of a molecular structure, C2H3I2NO at a distorted geometry.

```
9
Properties=species:S:1:pos:R:3
C 0.522 -1.515 -0.913
C 0.019 -0.224 0.351
N -1.306 0.036 0.606
O -0.377 -2.182 -1.318
I 1.328 -0.614 1.927
I -2.279 -1.564 1.569
H 1.549 -1.526 -1.072
H 0.436 0.585 -0.295
H -1.780 0.163 -0.339
```

Computed properties:
E_tot (eV): -21858.90826
Max |F| (eV Å⁻¹): 6.44
Charge: 0
LUMO level (hartree): -0.014


> Which formula does entry 2 have?

C2H3FO2S